60
Properties=species:S:1:pos:R:3:lowdin_spin:R:1 method="wB97M-V/def2-TZVPD" charge=+2 e_lumo_ev="-9.46 / -9.12" gap_ev="4.2 / 5.0" multiplicity=4 e_tot_ev=-56543.983 e_above_lowest_kcal_mol=154.92
P 0.372 1.817 2.213 0.13
P -1.456 0.948 -0.339 0.04
C -0.445 3.061 1.057 0.03
C -1.808 2.496 0.727 0.02
H 0.195 3.149 0.163 0.00
H -0.477 4.039 1.539 0.00
H -2.402 2.167 1.586 0.00
H -2.413 3.208 0.143 0.00
C -1.729 2.221 -1.947 0.03
H -1.488 1.715 -2.891 0.00
H -1.134 3.133 -1.822 0.00
H -2.771 2.555 -2.073 0.00
C -3.342 0.713 -0.590 0.07
H -3.909 1.634 -0.770 0.00
H -3.743 0.193 0.297 0.00
H -3.413 0.056 -1.466 0.00
C 1.809 2.811 2.691 0.03
H 2.319 2.382 3.571 0.00
H 1.373 3.784 2.935 0.00
H 2.500 2.914 1.842 0.00
C -0.764 1.911 3.653 0.03
H -1.674 1.311 3.494 0.00
H -1.033 2.969 3.769 0.00
H -0.274 1.553 4.570 0.00
Re 0.727 -0.075 1.394 1.77
C -1.376 -0.810 -3.100 0.39
C -0.160 -0.379 -3.527 0.35
C 0.753 0.697 -2.977 0.04
C 1.816 0.403 -1.852 0.00
C 1.587 0.740 -0.389 -0.28
C -1.571 -0.667 0.370 0.02
C -1.927 -1.830 -0.496 0.04
C -1.411 -1.885 -1.961 0.05
C 1.687 -0.536 3.122 0.05
H -2.340 -0.605 -3.546 0.02
H 0.375 -0.915 -4.321 0.03
H 0.195 1.589 -2.674 0.00
H 1.319 1.016 -3.854 0.00
H 2.119 -0.663 -1.964 -0.01
H 2.690 1.035 -2.141 0.00
H 2.522 1.252 0.008 0.00
H -2.069 -0.668 1.354 0.00
H -3.019 -1.953 -0.454 0.00
H -1.587 -2.770 0.022 0.01
H -0.392 -2.251 -1.858 0.00
H -1.971 -2.728 -2.402 0.00
H 1.227 -1.508 3.436 0.01
H 1.695 0.155 3.990 0.01
H 2.736 -0.716 2.823 0.01
F 3.815 -1.363 0.263 0.00
C 2.786 -2.226 0.021 0.01
C 1.601 -2.145 0.772 0.02
C 0.939 -3.366 0.943 0.02
F 0.208 -3.622 2.065 0.01
C 1.136 -4.416 0.047 0.00
F 0.358 -5.519 0.131 0.00
C 2.101 -4.324 -0.951 0.01
F 2.175 -5.246 -1.921 0.00
C 2.974 -3.252 -0.914 0.00
F 3.989 -3.190 -1.812 0.00